(1)
Molecular formula: O2
Method: DFT, ωB97M-V with the def2-TZVPD basis set

Element x y z (Å)
O 0.00000 0.00000 0.95658
O 0.00000 0.00000 -0.95658

Its energy above the lowest of the compared OMol25 structures with the same formula, charge and spin is 141.9 kcal/mol. The value obtained for the frontier orbital gap is 7.30 eV. The value obtained for the electronic energy is -4083.6274 eV.

=====

(2)
Molecular formula: O2
Method: DFT, ωB97M-V with the def2-TZVPD basis set

Element x y z (Å)
O 0.00000 0.00000 1.07729
O 0.00000 0.00000 -1.07729

Its energy above the lowest of the compared OMol25 structures with the same formula, charge and spin is 264.0 kcal/mol. The value obtained for the frontier orbital gap (alpha / beta) is 6.63 / 5.74 eV. As for the expectation value of S²: 0.754. The value obtained for the electronic energy is -4067.4519 eV. The spin multiplicity is 2. Its total charge is +1.